{
  "formula": "C2H3IO2S",
  "method": "ωB97M-V/def2-TZVPD",
  "symbols": ["C", "C", "S", "O", "O", "I", "H", "H", "H"],
  "coordinates": [[-0.966, 0.532, 0.981], [-0.499, 0.422, -0.220], [1.061, -0.379, -0.464], [1.585, -0.868, 0.770], [1.796, 0.580, -1.203], [0.367, -2.227, -1.816], [-1.798, 1.152, 1.157], [-0.578, 0.176, 1.957], [-0.968, 0.614, -1.163]],
  "e_homo_ev": -10.3348,
  "gap_ev": 9.62,
  "e_above_lowest_kcal_mol": 0.0
}

---

{
  "formula": "C2H3IO2S",
  "method": "ωB97M-V/def2-TZVPD",
  "symbols": ["C", "C", "O", "O", "S", "I", "H", "H", "H"],
  "coordinates": [[1.454, 0.359, 0.236], [0.440, 0.470, -0.546], [-0.631, -1.213, 1.309], [-1.073, -1.618, -1.079], [-0.820, -0.755, 0.006], [-2.980, 1.007, 0.082], [2.284, 0.931, 0.232], [1.187, -0.312, 1.119], [0.139, 1.131, -1.360]],
  "e_homo_ev": [-7.3363, -10.3104],
  "gap_ev": [7.89, 6.43],
  "e_above_lowest_kcal_mol": 25.8,
  "multiplicity": 3
}

---

{
  "formula": "C2H3IOS",
  "method": "ωB97M-V/def2-TZVPD",
  "symbols": ["O", "C", "C", "S", "H", "H", "I", "H"],
  "coordinates": [[0.474, 0.602, 0.015], [0.843, -0.639, -0.282], [0.162, -1.754, -0.077], [-0.532, -3.075, 0.287], [-0.303, 0.650, 0.563], [1.883, -0.702, -0.428], [-3.615, 0.177, 0.068], [-2.698, 1.498, -0.066]],
  "e_homo_ev": -7.9095,
  "gap_ev": 7.51,
  "e_above_lowest_kcal_mol": 50.3
}

---

{
  "formula": "C2H3IOS",
  "method": "ωB97M-V/def2-TZVPD",
  "symbols": ["C", "C", "O", "S", "I", "H", "H", "H"],
  "coordinates": [[0.124, 1.633, 0.455], [0.327, 0.358, 0.661], [1.441, -0.187, 1.294], [-0.492, 3.013, 0.018], [-1.858, -1.906, -2.636], [-1.303, -2.803, -1.495], [-0.389, -0.467, 0.376], [2.149, 0.359, 1.327]],
  "e_homo_ev": [-7.0967, -10.2536],
  "gap_ev": [7.71, 8.33],
  "e_above_lowest_kcal_mol": 18.3,
  "multiplicity": 3
}

---

{
  "formula": "C2H3IOS2",
  "method": "ωB97M-V/def2-TZVPD",
  "symbols": ["O", "C", "C", "I", "S", "S", "H", "H", "H"],
  "coordinates": [[1.205, 0.055, 1.076], [0.436, -0.063, 0.165], [0.252, -1.481, -0.620], [-1.070, -2.770, 0.324], [-0.588, 1.222, -0.508], [-0.777, 2.421, 1.205], [1.373, -1.884, -0.708], [-0.015, -1.144, -1.704], [-0.816, 3.645, 0.769]],
  "e_homo_ev": -9.1975,
  "gap_ev": 8.92,
  "e_above_lowest_kcal_mol": 8.1
}

---

{
  "formula": "C2H3LiOPb",
  "method": "ωB97M-V/def2-TZVPD",
  "symbols": ["C", "C", "O", "Li", "H", "H", "Pb", "H"],
  "coordinates": [[-0.308, 0.216, 1.300], [-0.603, -0.561, 0.226], [-0.794, 0.037, -1.002], [0.789, 1.022, -0.806], [-0.109, -0.231, 2.277], [-0.283, 1.319, 1.254], [-0.782, -2.005, -1.504], [2.090, 0.203, -1.746]],
  "e_homo_ev": -7.0636,
  "gap_ev": 5.71,
  "e_above_lowest_kcal_mol": 0.0
}